Entry 1:
# BeH12O6

A molecular structure, BeH12O6 at a distorted geometry (ωB97M-V/def2-TZVPD, OMol25).

XYZ file:
```
19
Properties=species:S:1:pos:R:3:forces:R:3:lowdin_charge:R:1
Be -0.067684 0.544895 0.213579 -0.15 0.10 0.15 0.1762
O -1.569684 0.646895 1.020579 0.55 0.50 0.06 0.1276
H -2.177684 -0.071105 0.945579 -0.75 -1.06 -0.52 0.1020
H -1.824684 1.039895 1.860579 0.32 0.75 0.35 0.1555
O -0.927684 -2.233105 0.432579 0.59 0.42 -1.05 -0.0105
H -1.324684 -2.573105 -0.379421 0.01 -0.46 0.18 0.0809
H -1.653684 -2.157105 1.026579 -0.98 -0.50 0.96 0.0439
O 2.086316 0.251895 -1.140421 1.98 -1.00 3.29 0.0171
H 2.651316 -0.537105 -1.228421 0.01 0.52 -0.28 0.1133
H 1.590316 0.311895 -1.896421 -1.43 0.39 -3.25 0.0057
O -0.533684 0.024895 -1.304421 -1.04 -0.30 -0.76 0.0627
H -0.172684 -0.832105 -1.606421 -0.34 0.35 0.13 0.1407
H -1.423684 0.167895 -1.731421 1.12 -0.19 0.53 0.1862
O 0.899316 -0.352105 1.228579 -0.22 1.75 -1.31 0.1334
H 0.684316 -0.906105 1.945579 -0.96 -1.17 1.54 0.1167
H 1.804316 -0.536105 1.027579 1.19 0.02 -0.52 0.1196
O 0.433316 2.115895 -0.032421 1.10 -0.70 1.69 0.1198
H 0.216316 2.724895 -0.726421 -0.30 0.63 -0.74 0.1382
H 1.310316 2.368895 0.344579 -0.71 -0.05 -0.43 0.1711
```
Positions in Å, forces in eV/Å.

- lowest unoccupied orbital energy (eV) = -7.55
- calculated total energy (hartree) = -472.89947
- total charge = +2
- HOMO-LUMO gap (Ha) = 0.4554
- ΔE to the lowest compared entry with this formula, charge and spin (kcal/mol) = 13.8
- molar mass (g mol⁻¹) = 117.1

---

Entry 2:
# BeH30O19S

A molecular structure, BeH30O19S at a distorted geometry (ωB97M-V/def2-TZVPD, OMol25).

XYZ file:
```
51
Properties=species:S:1:pos:R:3:forces:R:3:lowdin_charge:R:1
Be 2.374745 0.509765 0.627980 0.22 -0.33 -0.93 0.0994
S -0.411255 0.005765 -0.225020 0.47 -0.11 -2.04 0.4110
O -0.875255 1.207765 -0.843020 0.12 0.05 -0.85 -0.2954
O -1.234255 -0.402235 0.844980 -1.42 0.02 3.55 -0.3050
O -0.319255 -1.109235 -1.136020 0.51 -0.88 0.11 -0.2977
O 0.944745 0.287765 0.269980 2.02 0.32 1.21 -0.1896
O 1.985745 -2.312235 -1.809020 0.84 -0.98 0.53 -0.0448
H 1.727745 -3.202235 -1.504020 0.53 -0.01 -0.34 0.0713
H 1.140745 -1.906235 -1.622020 -0.86 1.11 0.05 -0.0226
O -0.991255 2.215765 -3.392020 0.07 -3.48 -0.06 -0.0448
H -0.792255 1.666765 -2.586020 -0.34 0.51 -1.54 0.0104
H -0.883255 3.061765 -3.077020 0.29 3.24 1.00 -0.0252
O 3.062745 2.069765 0.345980 -0.81 -0.77 1.81 0.0986
H 3.381745 2.492765 1.151980 0.13 0.26 -0.11 0.1328
H 3.661745 2.214765 -0.364020 0.61 0.24 -1.10 0.0953
O -1.866255 2.218765 2.155980 0.39 1.50 -1.04 -0.0477
H -2.121255 1.476765 2.658980 -0.43 -1.05 1.27 -0.0602
H -2.500255 2.203765 1.421980 0.29 0.53 -0.30 0.0134
O -2.494255 -0.124235 3.287980 1.80 0.13 0.19 -0.0297
H -3.363255 -0.457235 3.313980 -1.60 -0.67 -0.03 0.0496
H -2.119255 -0.282235 2.401980 -0.24 -0.06 -0.07 0.0129
O 2.587745 0.153765 2.219980 -0.88 0.20 0.49 0.0657
H 3.298745 -0.417235 2.528980 -0.28 -0.13 0.15 0.1262
H 1.698745 -0.105235 2.648980 0.58 -0.17 -0.04 0.1170
O -1.010255 -2.943235 1.669980 2.25 -1.50 1.14 -0.0019
H -1.799255 -3.370235 1.923980 -1.36 -0.76 0.16 0.0272
H -1.233255 -2.127235 1.297980 -0.59 1.76 -1.03 -0.0690
O 0.502745 3.333765 -0.455020 1.96 0.52 2.37 -0.0780
H -0.042255 2.558765 -0.606020 -0.19 -0.24 -0.09 -0.0535
H 0.947745 3.112765 0.434980 -1.37 0.71 -2.19 0.0593
O -3.057255 -1.774235 -0.230020 0.05 0.50 0.43 -0.0459
H -2.488255 -1.115235 0.231980 -0.17 -0.55 -0.95 -0.0340
H -3.798255 -1.720235 0.362980 -1.09 -0.45 0.03 0.0269
O 3.510745 -0.510235 -0.204020 -1.17 2.48 1.41 0.1279
H 3.247745 -1.239235 -0.713020 -1.50 -2.44 -1.90 0.0461
H 4.410745 -0.579235 -0.008020 2.17 -0.17 0.43 0.0915
O -0.951255 -3.884235 -1.509020 1.02 -1.76 1.10 -0.0296
H -1.236255 -3.976235 -2.399020 -0.47 0.56 -1.01 0.0272
H -0.976255 -2.994235 -1.195020 -0.53 1.05 -0.12 -0.0302
O 2.259745 1.291765 -2.232020 -0.10 -0.67 0.64 0.0021
H 2.831745 1.992765 -2.482020 0.37 1.58 -0.38 0.0339
H 2.546745 0.631765 -2.855020 -0.28 -0.89 -0.44 0.0548
O -0.535255 -0.854235 -3.581020 0.20 -0.27 -0.19 -0.0696
H 0.321745 -1.151235 -3.904020 -0.12 0.02 -0.13 0.0199
H -0.486255 -1.006235 -2.605020 -0.27 0.28 -1.24 -0.0516
O 0.306745 -0.661235 3.716980 0.37 0.17 -0.12 -0.0350
H -0.605255 -0.967235 3.555980 0.36 -0.05 -0.19 0.0341
H 0.184745 0.067765 4.330980 -0.10 0.13 0.13 0.0659
O -2.967255 2.494765 -0.598020 -1.57 1.39 0.74 -0.0463
H -3.664255 1.837765 -0.545020 0.28 -0.25 -0.35 0.0440
H -2.114255 2.084765 -0.726020 -0.16 -0.61 -0.15 -0.0568
```
Positions in Å, forces in eV/Å.

- lowest unoccupied orbital energy (eV) = -1.62
- calculated total energy (hartree) = -1860.61554
- HOMO-LUMO gap (Ha) = 0.2846
- ΔE to the lowest compared entry with this formula, charge and spin (kcal/mol) = 1.5
- molar mass (g mol⁻¹) = 375.3

---

Entry 3:
# BeH3O3

A molecular structure, BeH3O3 at a distorted geometry (ωB97M-V/def2-TZVPD, OMol25).

XYZ file:
```
7
Properties=species:S:1:pos:R:3:forces:R:3:mulliken_spin:R:1
O -0.845220 -1.487697 0.190140 -1.62 -0.46 -0.35 -0.0007
Be -0.602430 0.940063 -0.145313 0.83 -0.33 0.45 0.8538
O -0.028277 -0.441415 0.710412 -1.32 -2.69 1.92 -0.0386
H 0.892344 -0.702275 0.420478 -1.38 0.73 0.04 0.0142
O 0.826251 0.962706 -0.370607 2.56 3.38 -2.13 0.0886
H 1.392779 1.668232 -0.675086 -0.08 0.32 -0.36 -0.0036
H -1.635448 -0.939614 -0.130024 1.00 -0.96 0.43 0.0863
```
Positions in Å, forces in eV/Å.

- lowest unoccupied orbital energy (spin up / spin down) (eV) = 0.54 / -0.45
- calculated total energy (hartree) = -242.11732
- HOMO-LUMO gap (spin up / spin down) (Ha) = 0.2750 / 0.3758
- multiplicity = 2
- molar mass (g mol⁻¹) = 60.0

---

Entry 4:
# BeH8O4

A molecular structure, BeH8O4 at a distorted geometry (ωB97M-V/def2-TZVPD, OMol25).

XYZ file:
```
13
Properties=species:S:1:pos:R:3:forces:R:3:lowdin_charge:R:1
Be -0.100769 -0.079154 -0.020615 -0.62 -0.27 0.61 0.1936
O -0.980769 0.541846 1.252385 1.73 0.58 0.58 0.1340
H -1.896769 0.773846 1.379385 -1.05 -0.09 -0.13 0.1473
H -0.492769 1.112846 1.898385 -0.38 -0.64 -0.40 0.1775
O 1.518231 0.256846 0.199385 0.38 0.61 0.29 0.1292
H 2.133231 0.983846 0.470385 -0.94 -0.26 0.16 0.1903
H 2.064231 -0.238154 -0.402615 0.78 -0.77 -0.55 0.1329
O -0.567769 0.662846 -1.387615 1.18 -0.16 -0.52 0.1427
H -1.209769 1.353846 -1.382615 -1.65 0.79 0.22 0.1370
H 0.095231 1.068846 -1.972615 0.28 -0.50 -0.22 0.1664
O -0.318769 -1.786154 -0.137615 1.73 -0.25 -0.01 0.1016
H -0.756769 -2.369154 0.526385 0.17 0.50 -0.39 0.1685
H 0.513231 -2.282154 -0.422615 -1.61 0.45 0.36 0.1792
```
Positions in Å, forces in eV/Å.

- lowest unoccupied orbital energy (eV) = -8.33
- calculated total energy (hartree) = -319.99115
- total charge = +2
- HOMO-LUMO gap (Ha) = 0.5342
- ΔE to the lowest compared entry with this formula, charge and spin (kcal/mol) = 11.5
- molar mass (g mol⁻¹) = 81.1

---

Entry 5:
# Br2FH2PSi

A molecular structure, Br2FH2PSi at a distorted geometry (ωB97M-V/def2-TZVPD, OMol25).

XYZ file:
```
7
Properties=species:S:1:pos:R:3:forces:R:3:lowdin_charge:R:1
F -0.637353 -0.355239 2.237232 0.50 0.83 -4.32 -0.5213
Si -0.574140 -0.040198 0.070317 -2.11 -0.85 4.72 -0.4259
P 1.278026 -0.055567 -1.024361 -1.22 1.73 -2.33 0.6177
Br -1.786980 1.801637 -0.185542 0.73 -0.38 0.07 0.3180
Br -1.923856 -1.709138 -0.338786 0.23 -0.09 -0.15 0.3313
H 2.088394 -0.815066 -0.331426 1.43 -1.60 1.86 -0.1825
H 1.555908 1.173574 -0.427432 0.45 0.35 0.15 -0.1373
```
Positions in Å, forces in eV/Å.

- lowest unoccupied orbital energy (eV) = -0.63
- calculated total energy (hartree) = -5879.99959
- HOMO-LUMO gap (Ha) = 0.3827
- ΔE to the lowest compared entry with this formula, charge and spin (kcal/mol) = 53.9
- molar mass (g mol⁻¹) = 239.9

---

Entry 6:
# Br2H4OSi2

A single Br2H4OSi2 molecule at a distorted geometry (ωB97M-V/def2-TZVPD, OMol25).

XYZ file:
```
9
Properties=species:S:1:pos:R:3:forces:R:3:lowdin_charge:R:1
Br -0.365446 -1.511755 -2.379845 -0.45 -0.06 -0.86 0.3564
Si 0.210249 -1.521350 -0.297778 1.02 3.22 -0.06 0.0852
O 0.717703 0.097786 0.058648 -0.59 -1.10 0.02 -0.5830
Si 0.069880 1.553530 0.451479 -1.21 -1.42 -0.67 0.1596
Br -1.801712 0.836275 1.561227 0.53 0.69 -0.04 0.2423
H 1.464100 -2.138245 -0.245163 1.15 -1.09 0.28 -0.0680
H -0.847958 -2.064849 0.470618 -0.69 -0.25 0.72 -0.0718
H 0.963642 2.468882 1.103929 0.42 0.04 0.79 -0.0632
H -0.410459 2.279725 -0.723116 -0.17 -0.03 -0.18 -0.0574
```
Positions in Å, forces in eV/Å.

- lowest unoccupied orbital energy (eV) = 0.62
- calculated total energy (hartree) = -5804.79931
- HOMO-LUMO gap (Ha) = 0.4165
- ΔE to the lowest compared entry with this formula, charge and spin (kcal/mol) = 1.8
- molar mass (g mol⁻¹) = 236.0

---

Entry 7:
# Br2HOP

2 unconnected molecules or ions with the total composition Br2HOP at a distorted geometry (ωB97M-V/def2-TZVPD, OMol25).

XYZ file:
```
5
Properties=species:S:1:pos:R:3:forces:R:3:lowdin_charge:R:1
O -1.161051 -1.990195 0.165552 -0.90 0.51 1.06 -0.5776
P -0.840485 -2.264607 -1.212403 1.25 -0.62 -0.60 0.4815
Br 1.245368 -3.184452 -1.029057 -0.35 0.11 -0.47 0.0983
Br 0.286124 3.131501 0.744934 -0.42 -2.69 -1.33 0.3774
H 0.470045 4.307753 1.330975 0.42 2.68 1.33 -0.3795
```
Positions in Å, forces in eV/Å.

- lowest unoccupied orbital energy (eV) = -1.32
- calculated total energy (hartree) = -5565.24259
- HOMO-LUMO gap (Ha) = 0.3432
- ΔE to the lowest compared entry with this formula, charge and spin (kcal/mol) = 27.8
- molar mass (g mol⁻¹) = 207.8

---

Entry 8:
# Br2HPS

2 unconnected molecules or ions with the total composition Br2HPS at a distorted geometry (ωB97M-V/def2-TZVPD, OMol25).

XYZ file:
```
5
Properties=species:S:1:pos:R:3:forces:R:3:lowdin_charge:R:1
S 1.296281 1.890555 -0.199097 0.87 -2.04 1.32 -0.0103
P 1.962184 0.261665 0.713708 -0.92 1.85 -1.69 -0.0347
Br 2.107821 -1.332380 -0.879577 0.01 0.19 0.37 0.0425
Br -2.365956 -0.896512 0.654463 -0.70 1.10 -1.07 0.2217
H -3.000330 0.076674 -0.289498 0.74 -1.10 1.07 -0.2192
```
Positions in Å, forces in eV/Å.

- lowest unoccupied orbital energy (eV) = -1.90
- calculated total energy (hartree) = -5888.18155
- HOMO-LUMO gap (Ha) = 0.2817
- ΔE to the lowest compared entry with this formula, charge and spin (kcal/mol) = 12.1
- molar mass (g mol⁻¹) = 223.9

---

Entry 9:
# Br2O2S

2 unconnected molecules or ions with the total composition Br2O2S at a distorted geometry (ωB97M-V/def2-TZVPD, OMol25).

XYZ file:
```
5
Properties=species:S:1:pos:R:3:forces:R:3:lowdin_charge:R:1
O -2.276154 0.046371 -0.660343 -0.85 0.40 -1.07 -0.4326
O -0.180618 -0.970397 -0.804899 1.05 -0.60 -0.94 -0.4891
S -1.274242 -0.449135 -1.559577 -0.27 0.17 1.99 0.8751
Br 2.498777 0.270666 0.653429 -0.03 0.11 0.19 0.0279
Br 1.232237 1.102494 2.371389 0.10 -0.08 -0.17 0.0187
```
Positions in Å, forces in eV/Å.

- lowest unoccupied orbital energy (eV) = -1.38
- calculated total energy (hartree) = -5696.66830
- HOMO-LUMO gap (Ha) = 0.3214
- ΔE to the lowest compared entry with this formula, charge and spin (kcal/mol) = 3.9
- molar mass (g mol⁻¹) = 223.9

---

Entry 10:
# Br2O3PS

A gas-phase ion, Br2O3PS (charge -1) at a distorted geometry (ωB97M-V/def2-TZVPD, OMol25).

XYZ file:
```
7
Properties=species:S:1:pos:R:3:forces:R:3:lowdin_charge:R:1
O 0.520217 -0.187784 -0.935083 -0.32 -0.32 -0.05 -0.7715
O -1.890445 1.047150 -0.793945 -0.33 1.61 0.92 -0.5103
O 0.887014 0.113261 1.377592 0.13 1.13 2.02 -0.5327
P -1.272507 -0.207281 -1.159292 0.59 -1.75 -1.77 0.4539
S 1.032517 -0.892917 0.393549 -0.18 -0.26 -1.07 0.1468
Br 3.239666 -0.896334 -0.089701 1.52 0.14 -0.50 0.1498
Br -1.429032 -1.852058 0.673456 -1.40 -0.54 0.45 0.0640
```
Positions in Å, forces in eV/Å.

- lowest unoccupied orbital energy (eV) = 3.22
- calculated total energy (hartree) = -6113.43544
- total charge = -1
- HOMO-LUMO gap (Ha) = 0.3074
- ΔE to the lowest compared entry with this formula, charge and spin (kcal/mol) = 6.8
- molar mass (g mol⁻¹) = 270.8

---

What is the molar mass in the ninth record? 223.9 g mol⁻¹